{
  "formula": "C5H10AlO3",
  "method": "ωB97M-V with the def2-TZVPD basis set",
  "lumo_energy_ev": [0.78, -0.74],
  "homo_ev": [-7.0212, -8.5663],
  "multiplicity": 2,
  "species": ["C", "H", "H", "H", "H", "O", "C", "C", "O", "C", "C", "O", "Al", "H", "H", "H", "H", "H", "H"],
  "xyz": [[-0.719, 2.099, -1.692], [0.680, 1.502, -2.430], [-1.266, 2.202, -2.640], [-0.131, 2.992, -1.434], [-1.468, 1.982, -0.894], [-0.571, -0.498, -1.958], [0.182, 0.594, -1.703], [0.933, 0.453, -0.380], [0.064, -0.102, 0.601], [0.664, -0.997, 1.532], [-0.439, -1.902, 2.067], [-1.156, -2.474, 1.030], [-1.407, -1.087, -0.331], [1.292, 1.435, -0.028], [1.800, -0.212, -0.531], [1.166, -0.431, 2.334], [1.415, -1.606, 1.001], [-1.086, -1.294, 2.739], [0.048, -2.657, 2.718]],
  "forces_ev_per_angstrom": [[-1.4621, -1.9588, 1.8821], [0.7676, -4.5460, 0.4252], [0.4425, -0.0743, 0.2259], [0.1666, -0.4207, -0.3246], [-0.1994, 0.3271, -0.1480], [-0.5112, -0.6250, 0.6168], [0.0496, 6.3118, -0.1813], [1.1807, 1.2438, -1.3460], [-0.9015, -0.3042, -0.3835], [0.7785, -0.6664, 0.8406], [0.2938, 0.4049, 0.9174], [-0.1994, 1.5039, -2.0156], [0.4778, -0.8948, 0.0570], [-0.0572, -0.3934, -0.0728], [-0.3176, 0.0372, 0.2445], [-0.2128, -0.0815, -0.2878], [-0.2394, 0.2074, 0.1072], [0.1573, -0.2220, -0.2145], [-0.2137, 0.1511, -0.3425]]
}